[1]
50
Properties=species:S:1:pos:R:3 method="wB97M-V/def2-TZVPD" homo_ha=-0.42274 homo_lumo_gap_ev=5.9 total_charge=+1
C -1.549 -3.756 1.012
C -1.221 -2.489 1.958
N -0.518 -1.409 1.152
N -1.181 -0.186 1.246
C -2.136 0.028 0.175
N -2.038 1.051 -0.744
N -3.262 -0.888 0.016
C -4.430 -0.503 0.835
C -4.302 0.132 2.270
C -5.598 0.464 3.083
C -7.033 0.189 2.535
C -7.163 -0.420 1.092
C -5.872 -0.762 0.266
C -0.271 0.960 1.440
Cl -0.585 1.966 2.960
C 0.783 1.354 0.584
C 1.732 2.628 0.781
Cl 1.143 0.343 -0.924
H -2.580 -3.580 0.542
H -1.594 -4.734 1.600
H -0.805 -3.894 0.154
H -2.220 -2.117 2.399
H -0.549 -2.882 2.804
H -0.445 -1.749 0.180
H -1.707 0.779 -1.687
H -2.198 2.041 -0.510
H -3.496 -1.051 -0.973
H -3.265 0.325 2.698
H -5.451 0.895 4.126
H -7.971 0.412 3.164
H -8.182 -0.657 0.642
H -5.989 -1.219 -0.782
H 2.841 2.371 0.871
H 1.633 3.247 -0.195
H 1.368 3.337 1.614
C 4.655 -0.895 -2.015
C 4.310 0.561 -2.277
O 5.155 1.477 -1.594
C 6.542 1.409 -1.905
C 6.849 1.666 -3.370
H 4.613 -1.111 -0.942
H 3.952 -1.553 -2.534
H 5.660 -1.144 -2.358
H 3.295 0.751 -1.920
H 4.305 0.777 -3.350
H 6.955 0.449 -1.578
H 7.034 2.177 -1.301
H 6.387 0.922 -4.022
H 7.927 1.640 -3.543
H 6.470 2.646 -3.673


[2]
59
Properties=species:S:1:pos:R:3 method="wB97M-V/def2-TZVPD" spin_multiplicity=4 homo_ha="-0.41750 / -0.41749" homo_lumo_gap_ev="8.9 / 8.9" total_charge=+1 s2=3.752
Er 0.029 1.362 0.819
C -3.263 4.790 -0.349
O -3.103 4.319 1.008
C -2.382 3.241 1.178
O -1.707 2.694 0.296
N -2.253 2.924 2.557
N -1.577 1.703 2.698
H -3.057 3.947 -1.039
H -2.645 5.633 -0.473
H -4.359 5.050 -0.511
H -3.094 3.145 3.099
H -2.183 0.870 2.508
H -1.234 1.716 3.686
C 1.010 -3.009 -2.443
C -0.141 -3.689 -1.779
C 0.135 -4.362 -0.439
O -1.367 -2.675 -1.556
P -1.306 -1.229 -0.961
S -0.808 -1.199 1.016
S -0.244 0.260 -1.855
O -2.866 -0.811 -1.041
C -3.951 -1.090 -1.931
C -3.476 -1.055 -3.351
C -4.557 -2.484 -1.545
H 1.634 -3.707 -3.039
H 1.765 -2.528 -1.775
H 0.626 -2.278 -3.228
H -0.542 -4.337 -2.594
H 0.189 -3.687 0.378
H 0.967 -5.018 -0.538
H -0.740 -4.984 -0.183
H -4.745 -0.400 -1.607
H -2.868 -1.945 -3.553
H -2.798 -0.220 -3.536
H -4.323 -0.971 -3.989
H -3.620 -3.066 -1.334
H -4.982 -2.971 -2.446
H -5.303 -2.490 -0.709
F 3.377 4.034 2.949
C 2.411 4.501 2.201
F 1.705 5.471 2.885
F 3.035 5.134 1.134
C 1.559 3.321 1.616
O 1.048 2.589 2.553
O 1.372 3.155 0.395
C 5.804 -1.873 1.088
C 4.606 -1.003 1.114
C 3.995 -0.681 -0.166
C 2.862 0.210 -0.159
N 2.273 0.564 1.054
C 2.952 0.277 2.234
C 4.093 -0.482 2.299
H 6.375 -1.594 1.947
H 6.423 -1.585 0.208
H 5.667 -2.952 0.981
H 4.284 -1.144 -1.074
H 2.283 0.612 -1.000
H 2.549 0.795 3.044
H 4.465 -0.800 3.260


[3]
60
Properties=species:S:1:pos:R:3 method="wB97M-V/def2-TZVPD" e_above_lowest_kj_mol=48.2 spin_multiplicity=6 homo_ha="-0.20213 / -0.21209" homo_lumo_gap_ev="7.9 / 8.1" total_charge=-1 s2=8.753
Mn 1.803 1.047 -0.961
O 2.591 -3.085 -0.054
C 2.587 -1.750 0.046
O 1.597 -1.110 0.292
C 3.963 -1.168 -0.157
O 3.943 0.229 -0.225
C 4.251 0.947 0.974
C 2.995 1.438 1.716
O 3.054 1.553 2.933
O 2.017 1.741 0.950
H 1.673 -3.377 0.052
H 4.584 -1.527 0.672
H 4.371 -1.562 -1.088
H 4.884 0.353 1.634
H 4.805 1.830 0.648
C -3.091 0.313 4.583
Sb -1.806 1.529 3.351
C -0.111 1.361 4.647
C -1.212 -0.126 2.082
C -2.336 -0.940 1.534
C -2.659 -2.153 2.144
C -3.704 -2.945 1.694
C -4.458 -2.527 0.610
C -4.155 -1.322 -0.005
C -3.108 -0.514 0.436
C -2.793 0.752 -0.287
Sb -1.084 0.559 -1.613
C -1.662 -1.279 -2.534
C -1.768 1.889 -3.127
H -3.963 -0.009 4.014
H -3.426 0.893 5.444
H -2.556 -0.569 4.937
H 0.082 0.310 4.866
H -0.330 1.878 5.582
H 0.772 1.794 4.178
H -0.570 -0.749 2.706
H -0.577 0.299 1.305
H -2.067 -2.479 2.993
H -3.924 -3.884 2.188
H -5.277 -3.133 0.243
H -4.741 -0.991 -0.856
H -2.567 1.571 0.399
H -3.630 1.064 -0.914
H -2.658 -1.191 -2.970
H -1.673 -2.069 -1.783
H -0.939 -1.521 -3.312
H -2.789 1.640 -3.421
H -1.103 1.807 -3.985
H -1.718 2.909 -2.751
O 3.534 2.135 -2.520
P 2.189 2.688 -3.271
O 2.435 3.772 -4.223
O 1.257 2.807 -2.085
O 1.704 1.346 -4.075
P 2.145 -0.192 -3.872
O 3.732 -0.147 -4.259
O 1.392 -1.038 -4.809
O 2.141 -0.484 -2.383
H 4.128 1.637 -3.098
H 3.826 -0.251 -5.213


[4]
47
Properties=species:S:1:pos:R:3 method="wB97M-V/def2-TZVPD" e_above_lowest_kj_mol=1514.7 homo_ha=-0.32920 homo_lumo_gap_ev=9.5
C -4.573 -1.818 -1.022
C -3.117 -1.446 -0.526
H -2.315 -1.816 -1.129
C -3.009 0.046 -0.578
N -1.788 0.291 -0.066
C -0.767 0.388 -0.647
O -0.878 0.062 -1.716
C 0.615 0.874 -0.221
C 1.391 1.739 -1.162
C 2.919 1.301 -0.750
O 3.809 2.153 -1.018
O 2.800 0.310 -0.138
C 1.614 -0.535 0.029
C 1.529 -0.792 1.616
C 2.168 -2.262 1.551
C 1.301 -3.325 1.027
C 0.672 -2.818 -0.230
C 1.406 -1.557 -0.788
H 2.549 -1.748 -1.187
H 0.942 -1.095 -1.665
H 0.411 -3.408 -1.147
H -0.456 -2.184 0.192
H 2.041 -3.957 0.599
H 0.581 -3.720 1.734
H 3.184 -1.990 1.029
H 2.351 -2.518 2.715
H 0.474 -1.152 1.877
H 2.041 -0.003 2.206
H 1.199 2.748 -0.847
H 1.264 1.391 -2.029
H 0.539 1.501 0.794
C -1.947 0.815 1.355
H -0.918 0.790 1.994
H -2.618 0.004 1.942
C -2.490 2.198 1.682
C -1.497 3.537 1.138
H -0.555 3.353 1.446
H -1.365 3.175 0.309
H -2.011 4.360 1.226
H -2.704 2.558 2.844
H -3.358 2.270 1.368
H -3.171 0.488 -1.351
H -3.987 0.535 -0.010
H -3.249 -1.937 0.535
H -5.536 -1.304 -0.607
H -4.598 -2.961 -1.102
H -4.616 -1.588 -2.094


[5]
51
Properties=species:S:1:pos:R:3 method="wB97M-V/def2-TZVPD" e_above_lowest_kj_mol=0.0 homo_ha=-0.34416 homo_lumo_gap_ev=8.7 smiles="CCOCC1=CC(=O)C=C(CCCCN)C1=O.CCOS(C)(=O)=O"
C 0.728 -3.140 1.354
C 0.155 -2.021 2.210
O -1.263 -2.005 2.221
C -1.821 -1.488 1.040
C -1.822 0.024 0.981
C -1.876 0.691 -0.168
C -1.826 2.177 -0.168
O -2.337 2.848 -1.036
C -1.107 2.794 0.981
C -1.053 2.159 2.151
C -0.414 2.680 3.410
C 0.921 3.382 3.177
C 2.001 2.438 2.665
C 3.348 3.119 2.498
N 4.287 2.224 1.816
C -1.769 0.839 2.239
O -2.322 0.503 3.260
H 1.774 -3.312 1.610
H 0.159 -4.053 1.531
H 0.678 -2.913 0.288
H 0.540 -1.047 1.875
H 0.454 -2.145 3.249
H -2.835 -1.881 0.956
H -1.268 -1.835 0.160
H -1.916 0.176 -1.123
H -0.687 3.780 0.826
H -0.260 1.832 4.081
H -1.115 3.345 3.920
H 1.248 3.822 4.123
H 0.800 4.213 2.475
H 1.712 2.002 1.705
H 2.106 1.606 3.373
H 3.229 4.014 1.880
H 3.707 3.453 3.481
H 4.397 1.377 2.364
H 5.208 2.647 1.783
O -1.764 -3.715 -3.616
S -0.624 -2.849 -3.581
O -0.603 -1.775 -2.633
O -0.360 -2.282 -5.035
C -1.490 -1.698 -5.742
C -1.851 -0.322 -5.230
C 0.853 -3.787 -3.424
H -2.328 -2.392 -5.682
H -1.148 -1.661 -6.774
H -2.235 -0.358 -4.213
H -2.622 0.102 -5.874
H -0.982 0.336 -5.246
H 0.840 -4.588 -4.158
H 0.854 -4.190 -2.413
H 1.702 -3.125 -3.570


[6]
65
Properties=species:S:1:pos:R:3 method="wB97M-V/def2-TZVPD" homo_ha=-0.19951 homo_lumo_gap_ev=7.3 total_charge=-1
C 9.749 -1.868 1.646
C 8.681 -2.130 0.399
C 7.993 -0.676 0.076
O 6.522 -0.678 0.030
C 5.927 -1.182 1.283
Al 4.077 -0.349 1.715
P 2.391 -1.523 0.575
O 0.929 -1.075 0.982
O 2.460 -3.268 0.861
O 2.508 -1.312 -1.168
H 9.249 -1.322 2.567
H 10.324 -2.857 1.945
H 10.581 -1.146 1.187
H 7.928 -3.003 0.601
H 9.360 -2.465 -0.521
H 8.358 -0.367 -1.016
H 8.452 0.156 0.792
H 5.707 -2.340 1.095
H 6.670 -1.154 2.207
H 3.831 -0.588 3.266
H 3.972 1.183 1.314
H 2.638 -3.403 1.842
H 2.359 -0.336 -1.359
C -1.195 -0.415 -3.731
C -1.807 0.866 -4.266
O -1.751 1.902 -3.274
C -0.569 2.593 -3.187
O 0.408 2.367 -3.896
C -0.665 3.693 -2.130
F -1.270 3.270 -0.982
F -1.389 4.763 -2.568
F 0.551 4.182 -1.758
H -1.674 -0.707 -2.791
H -1.307 -1.228 -4.453
H -0.130 -0.284 -3.518
H -2.865 0.700 -4.493
H -1.325 1.186 -5.197
C -5.599 2.675 -0.447
C -5.037 2.416 -1.832
O -6.002 1.731 -2.645
C -6.943 2.518 -3.258
O -6.994 3.740 -3.141
C -7.870 1.669 -4.127
F -8.271 0.522 -3.507
F -7.272 1.283 -5.290
F -9.012 2.323 -4.485
H -5.947 1.742 0.009
H -4.842 3.125 0.201
H -6.462 3.348 -0.491
H -4.163 1.760 -1.755
H -4.703 3.342 -2.313
C -1.822 -1.762 2.273
C -2.475 -0.713 3.153
O -3.262 -1.337 4.179
C -2.582 -1.744 5.299
O -1.372 -1.603 5.453
C -3.545 -2.342 6.324
F -4.457 -3.187 5.762
F -4.266 -1.383 6.972
F -2.912 -3.062 7.293
H -2.575 -2.447 1.868
H -1.287 -1.293 1.443
H -1.113 -2.370 2.844
H -3.160 -0.106 2.553
H -1.735 -0.030 3.585


[7]
76
Properties=species:S:1:pos:R:3 method="wB97M-V/def2-TZVPD" homo_ha=-0.33217 homo_lumo_gap_ev=4.7 total_charge=+1
K -7.705 0.702 -29.759
K -3.623 0.425 -19.871
As -10.841 1.436 -23.078
F -11.029 -0.357 -23.163
F -10.501 1.581 -24.810
F -10.666 3.185 -22.993
F -11.163 1.209 -21.334
F -9.125 1.167 -22.712
F -12.587 1.717 -23.395
C -15.552 5.533 -19.279
N -15.673 6.986 -19.588
O -15.410 7.720 -18.671
O -15.914 7.295 -20.742
H -15.651 5.309 -18.217
H -14.532 5.211 -19.486
H -16.331 4.953 -19.775
C -9.522 -4.613 -18.496
N -9.182 -3.481 -17.645
O -9.798 -3.423 -16.554
O -8.260 -2.682 -17.904
H -10.574 -4.497 -18.757
H -9.258 -5.568 -18.042
H -8.912 -4.432 -19.382
C -20.626 0.653 -21.431
C -20.778 0.739 -19.921
O -21.901 1.524 -19.663
S -22.020 2.742 -20.782
O -21.248 3.863 -20.236
O -23.371 2.837 -21.186
O -21.169 1.837 -21.926
H -21.216 -0.173 -21.826
H -19.606 0.658 -21.816
H -19.945 1.289 -19.482
H -20.817 -0.260 -19.488
C -12.247 2.382 -14.298
C -12.173 1.912 -12.878
O -12.918 2.816 -12.172
S -12.843 4.336 -12.754
O -11.696 5.029 -12.188
O -14.194 5.006 -12.761
O -12.438 3.772 -14.252
H -13.139 2.032 -14.818
H -11.324 2.191 -14.844
H -11.142 1.885 -12.525
H -12.539 0.896 -12.732
C -19.304 5.203 -27.099
C -19.354 4.902 -28.604
O -20.677 4.588 -28.779
S -21.764 5.336 -27.788
O -22.680 4.345 -27.165
O -22.319 6.508 -28.528
O -20.535 5.786 -26.696
H -18.464 5.845 -26.836
H -19.156 4.266 -26.563
H -18.753 4.007 -28.767
H -18.995 5.700 -29.255
N -12.605 -2.702 -31.589
C -13.242 -1.658 -32.219
C -13.655 -0.894 -31.155
C -13.300 -1.523 -29.939
C -12.759 -2.743 -30.237
H -12.004 -3.375 -32.044
H -13.264 -1.440 -33.276
H -14.195 0.041 -31.162
H -13.538 -1.123 -28.964
H -12.347 -3.553 -29.653
N -18.893 -5.468 -20.520
C -17.707 -5.028 -19.945
C -16.910 -4.353 -20.890
C -17.522 -4.686 -22.139
C -18.807 -5.132 -21.852
H -19.600 -6.016 -20.052
H -17.635 -5.189 -18.879
H -16.000 -3.801 -20.710
H -16.983 -4.658 -23.074
H -19.589 -5.439 -22.531


[8]
73
Properties=species:S:1:pos:R:3 method="wB97M-V/def2-TZVPD" e_above_lowest_kj_mol=0.0 homo_ha=-0.42021 homo_lumo_gap_ev=7.8 total_charge=+1
N 2.274 0.893 4.681
H 2.817 1.472 5.322
H 2.442 1.124 3.675
H 1.270 0.927 4.818
H 2.693 -0.052 4.798
N -2.848 -0.140 2.624
H -2.365 0.082 1.728
H -3.376 -1.010 2.569
H -3.434 0.699 2.803
H -2.091 -0.200 3.305
N -3.396 -2.509 -1.107
H -2.393 -2.252 -1.053
H -3.862 -1.657 -1.453
H -3.809 -2.727 -0.198
H -3.505 -3.316 -1.725
O -1.852 -4.362 3.294
C -0.846 -3.737 3.094
O 0.361 -3.940 3.584
B 1.299 -3.044 2.935
O 0.499 -2.262 1.935
C -0.734 -2.684 1.944
O -1.612 -2.317 1.218
O 1.886 -2.065 3.868
C 3.200 -2.073 3.744
O 3.944 -1.416 4.406
C 3.588 -3.104 2.662
O 2.444 -3.620 2.217
O 4.668 -3.420 2.331
O -2.367 3.066 -1.926
C -1.846 2.208 -1.289
O -0.558 2.113 -0.999
B -0.261 0.928 -0.180
O -1.593 0.303 0.008
C -2.517 0.967 -0.655
O -3.684 0.703 -0.720
O 0.721 0.012 -0.817
C 1.832 0.036 -0.105
O 2.841 -0.578 -0.258
C 1.628 0.950 1.072
O 0.347 1.256 1.158
O 2.461 1.152 1.901
Br 6.922 -1.085 1.606
C 5.895 -1.645 0.064
C 6.749 -1.724 -1.182
Br 5.692 -2.570 -2.579
H 5.133 -0.896 -0.145
H 5.424 -2.580 0.336
H 7.612 -2.374 -1.046
H 7.175 -0.753 -1.425
Br -2.882 7.750 -4.244
C -1.665 6.646 -5.291
C -1.793 5.217 -4.844
Br -0.908 4.023 -6.141
H -0.667 7.041 -5.141
H -1.989 6.801 -6.313
H -2.820 4.880 -4.755
H -1.328 5.010 -3.885
Br 0.840 -4.239 -4.679
C 1.964 -3.218 -3.423
C 1.666 -3.581 -1.972
Br -0.244 -3.827 -1.539
H 1.766 -2.159 -3.571
H 2.952 -3.466 -3.786
H 2.131 -2.953 -1.220
H 2.059 -4.592 -1.871
Br -6.496 4.288 -1.595
C -6.218 3.312 0.062
C -4.791 3.635 0.413
Br -4.357 2.686 2.133
H -6.421 2.268 -0.146
H -6.957 3.674 0.768
H -4.590 4.688 0.585
H -4.119 3.336 -0.386